This record from the Open Molecules 2025 dataset describes a molecular structure, C48H54N3O4P2Pd. The level of theory is ωB97M-V/def2-TZVPD.

Results
Total charge: +3
HOMO energy: -15.354 eV
Spin multiplicity: 1
LUMO level: -10.44 eV

Element x y z (Å)
1 Pd 0.15 0.00 0.75
2 P 2.37 0.05 0.51
3 P 0.26 0.12 3.00
4 O -1.84 0.93 0.79
5 O 0.12 -0.27 -1.45
6 O -0.31 1.84 -1.94
7 O -0.98 -2.42 0.33
8 N -3.61 2.27 1.24
9 N -0.22 2.46 -4.52
10 N -1.87 -4.50 0.02
11 C -2.00 -3.43 4.85
12 C -1.99 3.82 4.49
13 C -2.91 -4.05 -0.88
14 C -0.75 -3.10 5.35
15 C 2.69 1.32 -0.74
16 C 2.74 3.66 -1.35
17 C -1.81 -1.69 3.20
18 C -0.28 5.67 -6.00
19 C 3.11 3.32 -2.64
20 C -0.11 0.59 -2.28
21 C -0.57 -1.60 -5.30
22 C 3.08 -0.29 3.17
23 C -2.88 1.18 1.42
24 C 0.17 3.37 -5.38
25 C 2.86 -3.84 -0.57
26 C 5.00 -2.76 -0.80
27 C -0.03 -2.05 4.78
28 C 4.21 -3.91 -0.88
29 C 1.06 4.20 -7.49
30 C -0.33 4.69 -5.07
31 C 1.87 4.08 -8.75
32 C 4.44 -1.56 -0.41
33 C -0.32 -1.15 -4.00
34 C -0.25 0.20 -3.72
35 C 0.39 5.40 -7.21
36 C -0.66 0.66 -6.08
37 C 3.08 -1.49 -0.10
38 C -0.68 1.56 3.56
39 C 2.53 2.67 -0.40
40 C -2.53 -2.73 3.77
41 C -2.22 2.60 5.09
42 C -1.73 -5.93 0.27
43 C 3.05 0.98 -2.04
44 C -0.56 -1.34 3.70
45 C 2.29 -2.64 -0.18
46 C 1.93 2.00 -6.74
47 C -0.34 1.13 -4.79
48 C 3.43 0.50 1.91
49 C 1.86 0.32 3.85
50 C -0.78 -0.69 -6.33
51 C -3.23 3.30 0.29
52 C -1.12 3.92 3.41
53 C 1.00 3.17 -6.57
54 C -0.47 2.79 2.94
55 C -4.83 2.47 2.04
56 C 3.27 1.98 -2.98
57 C -0.99 -3.63 0.53
58 C -1.56 1.46 4.63
59 H 3.31 4.09 -3.37
60 H 0.44 6.19 -7.96
61 H 2.93 2.38 -6.93
62 H -0.33 -3.64 6.18
63 H 1.74 -0.08 4.86
64 H 2.24 2.95 0.61
65 H 3.92 -0.25 3.86
66 H -3.98 3.36 -0.50
67 H 1.66 1.40 -7.60
68 H 6.05 -2.82 -1.04
69 H 2.25 -4.73 -0.63
70 H 3.18 -0.05 -2.32
71 H 5.07 -0.68 -0.35
72 H 3.35 1.57 2.10
73 H -0.87 1.39 -6.85
74 H 1.64 3.17 -9.29
75 H -2.56 -4.24 5.30
76 H -4.58 2.57 3.10
77 H -2.50 4.71 4.86
78 H 1.69 4.92 -9.41
79 H -2.21 -1.18 2.34
80 H -2.89 2.52 5.94
81 H -2.27 3.04 -0.14
82 H -3.17 4.26 0.79
83 H -0.44 2.39 -2.75
84 H 4.46 0.31 1.59
85 H 2.91 -1.34 2.94
86 H -3.06 -2.98 -0.75
87 H 4.65 -4.85 -1.18
88 H -5.31 3.38 1.71
89 H -5.52 1.64 1.91
90 H -3.83 -4.58 -0.67
91 H 0.19 2.86 2.09
92 H -0.73 6.64 -5.83
93 H -3.50 -2.99 3.38
94 H 1.24 -2.57 0.06
95 H -2.72 -6.38 0.30
96 H -0.85 4.81 -4.13
97 H -0.65 -2.66 -5.49
98 H -0.94 4.88 2.94
99 H -1.74 0.51 5.12
100 H -1.24 -6.10 1.22
101 H 2.63 4.70 -1.07
102 H -3.28 0.50 2.18
103 H 0.94 -1.82 5.21
104 H 3.60 1.71 -3.98
105 H -0.21 -1.85 -3.19
106 H 1.96 1.36 -5.87
107 H -1.16 -6.42 -0.53
108 H -1.04 -1.04 -7.32
109 H 2.00 1.40 3.98
110 H 2.94 4.06 -8.52
111 H -2.64 -4.24 -1.92
112 H -0.26 -4.11 1.21

Here are the Mulliken charges for atoms 1 to 99, given in e:
1 Pd 2.157
2 P 0.895
3 P 2.575
4 O -1.043
5 O 0.031
6 O -0.319
7 O -0.721
8 N 0.381
9 N -0.145
10 N 0.231
11 C -0.767
12 C -0.577
13 C -0.906
14 C -0.920
15 C 1.015
16 C -1.071
17 C -0.364
18 C -1.116
19 C -0.679
20 C 0.466
21 C -0.809
22 C -0.817
23 C -0.451
24 C 0.203
25 C -0.653
26 C -0.945
27 C -0.813
28 C -0.638
29 C 0.283
30 C -0.453
31 C -1.502
32 C -0.410
33 C -0.891
34 C 0.084
35 C -0.497
36 C -0.274
37 C 0.308
38 C 0.070
39 C -0.361
40 C -1.054
41 C -1.008
42 C -0.900
43 C -0.862
44 C 0.339
45 C 0.085
46 C -1.409
47 C 0.519
48 C -1.079
49 C -1.555
50 C -0.825
51 C -0.911
52 C -0.858
53 C 1.465
54 C -0.103
55 C -0.984
56 C -0.747
57 C -0.104
58 C -0.248
59 H 0.531
60 H 0.463
61 H 0.542
62 H 0.471
63 H 0.940
64 H 0.108
65 H 0.591
66 H 0.387
67 H 0.413
68 H 0.464
69 H 0.530
70 H 0.326
71 H 0.436
72 H 0.719
73 H 0.698
74 H 0.350
75 H 0.446
76 H 0.333
77 H 0.445
78 H 0.452
79 H 0.404
80 H 0.471
81 H 0.144
82 H 0.387
83 H 0.432
84 H 0.711
85 H 0.239
86 H 0.209
87 H 0.438
88 H 0.382
89 H 0.362
90 H 0.365
91 H 0.240
92 H 0.468
93 H 0.527
94 H -0.473
95 H 0.311
96 H 0.558
97 H 0.489
98 H 0.518
99 H 0.442


This record from the Open Molecules 2025 dataset describes a molecular structure, C22H18ClCsN4S3. The level of theory is ωB97M-V/def2-TZVPD.

Results
Total charge: 0
HOMO energy: -8.172 eV
Spin multiplicity: 1
LUMO level: -0.63 eV

Element x y z (Å)
1 Cs 2.60 2.68 -0.06
2 Cl 4.36 0.82 1.34
3 S 3.21 1.20 -3.25
4 S -2.86 -0.32 -5.00
5 S 2.18 0.66 5.84
6 N 1.66 -0.92 -3.02
7 N 0.61 1.01 1.73
8 N -0.11 1.29 -0.90
9 N 3.11 -0.61 -1.28
10 C -2.23 0.02 -6.55
11 C 1.90 0.22 7.47
12 C 0.99 -2.03 -2.39
13 C -2.36 0.01 -1.90
14 C -1.47 -0.11 2.22
15 C 2.65 -0.19 -2.45
16 C -1.08 -0.22 3.56
17 C -3.01 -0.61 0.42
18 C 0.97 0.85 2.98
19 C 0.66 -0.30 7.64
20 C -0.71 1.05 -5.16
21 C 0.15 0.25 3.97
22 C -1.47 0.61 -2.76
23 C -1.57 0.54 -4.23
24 C -0.95 0.63 -0.06
25 C -1.09 0.75 -6.49
26 C -0.08 -0.35 6.44
27 C -2.12 0.02 -0.52
28 C 0.61 0.14 5.36
29 C -0.37 1.28 -2.18
30 C -0.59 0.54 1.34
31 C -2.70 -0.66 1.73
32 H -3.92 -1.06 0.05
33 H -1.75 -0.70 4.26
34 H 0.62 -1.76 -1.40
35 H 1.36 -0.60 -3.92
36 H 2.67 0.36 8.20
37 H 2.73 -1.44 -0.83
38 H 0.34 1.81 -2.81
39 H 0.19 1.60 -4.91
40 H -2.74 -0.35 -7.43
41 H -0.53 1.06 -7.36
42 H 1.63 -2.91 -2.30
43 H 1.97 1.18 3.22
44 H 0.28 -0.64 8.60
45 H 3.86 -0.16 -0.75
46 H -1.10 -0.72 6.37
47 H -3.37 -1.14 2.44
48 H -3.24 -0.50 -2.28
49 H 0.13 -2.30 -3.01

Atomic charges from the Mulliken analysis, expressed in e, are listed below:
1 Cs 1.149
2 Cl -0.958
3 S -0.364
4 S -0.197
5 S -0.144
6 N -0.108
7 N 0.031
8 N 0.027
9 N -0.105
10 C -0.375
11 C -0.408
12 C -1.146
13 C -0.836
14 C 1.215
15 C 0.160
16 C -0.629
17 C -1.027
18 C -1.175
19 C -0.558
20 C -0.343
21 C 1.044
22 C 1.118
23 C 0.327
24 C -0.775
25 C -0.674
26 C -0.373
27 C 1.292
28 C 0.320
29 C -1.192
30 C -0.553
31 C -0.903
32 H 0.405
33 H 0.335
34 H 0.315
35 H 0.226
36 H 0.435
37 H 0.142
38 H 0.364
39 H 0.431
40 H 0.441
41 H 0.400
42 H 0.405
43 H 0.269
44 H 0.381
45 H 0.102
46 H 0.345
47 H 0.404
48 H 0.440
49 H 0.319


This record from the Open Molecules 2025 dataset describes a molecular structure, C5H8Cl2N2O2P at a distorted geometry. The level of theory is ωB97M-V/def2-TZVPD.

Results
Total charge: +1
HOMO energy: -14.035 eV
Spin multiplicity: 1
LUMO level: -4.73 eV

Element x y z (Å)
1 Cl -2.25 -2.30 2.41
2 Cl -2.57 0.40 -2.68
3 P -1.97 -0.59 1.47
4 O -0.74 0.76 -0.97
5 O -1.92 0.48 2.42
6 N 1.52 0.66 -0.50
7 N 0.17 -0.82 0.51
8 C 1.85 1.86 -1.33
9 C 1.19 -1.42 1.32
10 C 0.32 0.21 -0.25
11 C -1.93 0.12 -1.13
12 C -2.66 -0.44 -0.17
13 H 0.75 -2.08 2.08
14 H 1.55 -0.65 1.88
15 H 2.53 1.64 -2.07
16 H 1.99 -1.67 0.63
17 H -3.48 -0.97 -0.55
18 H 2.33 2.64 -0.80
19 H 2.19 -0.05 -0.28
20 H 1.12 2.19 -2.00

Atomic charges from the Mulliken analysis, expressed in e, are listed below:
1 Cl -0.095
2 Cl -0.081
3 P 0.860
4 O -0.327
5 O -0.484
6 N -0.106
7 N -0.457
8 C -1.075
9 C -1.000
10 C 0.887
11 C 0.444
12 C -0.407
13 H 0.215
14 H 0.539
15 H 0.432
16 H 0.370
17 H 0.424
18 H 0.346
19 H 0.145
20 H 0.369


This record from the Open Molecules 2025 dataset describes 3 unconnected molecules or ions with the total composition C5H10O2 at a distorted geometry. The level of theory is ωB97M-V/def2-TZVPD.

Results
Total charge: 0
HOMO energy (spin up / spin down): -7.251 / -7.250 eV
Spin multiplicity: 1
LUMO level (spin up / spin down): 0.68 / 0.68 eV

Element x y z (Å)
1 O 1.42 -1.23 0.65
2 O -2.62 1.07 0.82
3 C 2.13 0.96 -0.18
4 C -0.54 0.88 0.33
5 C -1.13 -0.14 -0.03
6 C -1.59 -1.46 -0.41
7 C 1.14 -0.18 -0.22
8 H -0.25 1.85 0.65
9 H 1.02 -0.60 -1.21
10 H 1.53 -0.87 1.54
11 H -0.82 -2.20 -0.20
12 H 2.18 1.41 0.81
13 H 1.87 1.73 -0.90
14 H -1.86 -1.50 -1.47
15 H 3.13 0.59 -0.42
16 H -3.12 1.41 0.06
17 H -2.48 -1.69 0.19

Atomic charges from the Mulliken analysis, expressed in e, are listed below:
1 O -0.503
2 O -0.841
3 C -1.480
4 C 0.416
5 C 0.082
6 C -1.363
7 C 0.043
8 H 0.511
9 H 0.452
10 H 0.344
11 H 0.350
12 H 0.411
13 H 0.363
14 H 0.302
15 H 0.351
16 H 0.233
17 H 0.329


This record from the Open Molecules 2025 dataset describes 3 unconnected molecules or ions with the total composition C15H23NO8 at a distorted geometry. The level of theory is ωB97M-V/def2-TZVPD.

Results
Total charge: 0
HOMO energy: -9.417 eV
Spin multiplicity: 1
LUMO level: -0.72 eV
SMILES: COC(=O)c1ccccn1.CCOC(=O)OC.CCOC(=O)OC

Element x y z (Å)
1 O 2.00 -4.89 4.13
2 O 2.01 1.65 1.25
3 O 2.62 0.40 -0.58
4 O 1.62 -3.08 5.50
5 O -5.15 0.45 -3.60
6 O 1.24 2.24 -0.72
7 O -6.01 2.29 -4.91
8 O 3.05 -2.86 3.85
9 N -2.73 2.04 -5.95
10 C 2.19 -3.73 4.46
11 C 0.13 0.90 -2.42
12 C -5.33 0.93 -2.19
13 C -3.46 2.36 -4.69
14 C 3.80 -3.45 2.79
15 C -1.43 2.74 -6.15
16 C -4.92 1.66 -4.40
17 C 1.10 2.03 -2.13
18 C 0.71 -3.87 6.29
19 C 1.46 -4.79 7.23
20 C -0.65 3.85 -5.24
21 C 2.02 1.34 -0.07
22 C -2.83 3.42 -3.63
23 C 2.73 0.73 2.07
24 C -1.40 4.25 -3.80
25 H 0.50 -0.05 -2.05
26 H 0.71 2.97 -2.55
27 H 2.19 -0.22 2.11
28 H -0.97 5.01 -3.02
29 H -6.46 0.89 -1.84
30 H 0.11 -3.16 6.88
31 H 0.38 4.35 -5.55
32 H -5.01 2.07 -2.09
33 H 3.15 -3.94 2.06
34 H 4.52 -4.16 3.19
35 H 4.34 -2.65 2.28
36 H 2.78 1.14 3.08
37 H -4.64 0.21 -1.53
38 H 2.04 -5.54 6.67
39 H -0.85 2.45 -7.15
40 H -0.83 1.08 -1.92
41 H -3.47 3.63 -2.65
42 H 0.77 -5.32 7.89
43 H -0.05 0.81 -3.50
44 H 2.08 1.86 -2.59
45 H 0.01 -4.42 5.64
46 H 2.18 -4.23 7.83
47 H 3.75 0.58 1.71

Atomic charges from the Mulliken analysis, expressed in e, are listed below:
1 O -0.556
2 O -0.347
3 O -0.569
4 O -0.335
5 O -0.286
6 O -0.389
7 O -0.469
8 O -0.302
9 N -0.457
10 C 0.739
11 C -1.043
12 C -0.380
13 C 0.678
14 C -0.676
15 C -0.145
16 C 0.114
17 C 0.015
18 C -0.178
19 C -1.083
20 C -0.267
21 C 0.746
22 C -0.053
23 C -0.627
24 C -0.372
25 H 0.380
26 H 0.098
27 H 0.279
28 H 0.359
29 H 0.252
30 H 0.286
31 H 0.288
32 H 0.134
33 H 0.330
34 H 0.322
35 H 0.203
36 H 0.285
37 H 0.207
38 H 0.308
39 H 0.291
40 H 0.252
41 H 0.110
42 H 0.353
43 H 0.299
44 H 0.321
45 H 0.305
46 H 0.290
47 H 0.292


This record from the Open Molecules 2025 dataset describes a molecular structure, C5H6InO4 at a distorted geometry. The level of theory is ωB97M-V/def2-TZVPD.

Results
Total charge: +2
HOMO energy (spin up / spin down): -17.899 / -19.409 eV
Spin multiplicity: 2
LUMO level (spin up / spin down): -9.74 / -11.25 eV

Element x y z (Å)
1 In 2.01 0.92 -1.11
2 O -0.16 0.05 1.92
3 O 0.42 -0.85 -0.07
4 O 1.00 -2.10 -2.58
5 O 0.06 -2.09 1.73
6 C -0.27 1.42 1.39
7 C -0.72 1.42 -0.04
8 C 0.60 -3.01 -3.12
9 C 0.15 -0.93 1.15
10 C -0.05 0.58 -1.05
11 H -0.98 1.88 2.07
12 H 0.29 -2.81 1.12
13 H -0.94 2.43 -0.40
14 H -1.63 0.68 -0.51
15 H 0.70 1.90 1.55
16 H -0.48 0.50 -2.05

Atomic charges from the Mulliken analysis, expressed in e, are listed below:
1 In 0.747
2 O -0.287
3 O -0.456
4 O -0.104
5 O -0.341
6 C -0.482
7 C -0.210
8 C 0.094
9 C 0.889
10 C -0.415
11 H 0.368
12 H 0.386
13 H 0.455
14 H 0.290
15 H 0.333
16 H 0.734